{
  "formula": "C23H49AlFO",
  "method": "ωB97M-V with the def2-TZVPD basis set",
  "elements": ["C", "C", "C", "Al", "F", "C", "C", "C", "C", "C", "C", "C", "C", "O", "H", "H", "H", "H", "H", "H", "H", "H", "H", "H", "H", "H", "H", "H", "H", "H", "H", "H", "H", "H", "H", "C", "C", "C", "C", "C", "C", "H", "H", "H", "H", "H", "H", "H", "H", "H", "H", "H", "H", "H", "H", "C", "C", "C", "C", "C", "C", "H", "H", "H", "H", "H", "H", "H", "H", "H", "H", "H", "H", "H", "H"],
  "xyz": [[1.6747, -0.8681, -0.6757], [0.4442, -0.8778, -1.3865], [-0.9629, -1.1581, -2.2289], [-2.3417, 0.3759, -1.8736], [-2.9848, 0.0563, -0.1007], [-3.7684, 0.1876, -3.3351], [-5.2820, 0.6713, -2.8877], [-6.1889, -0.5062, -2.1970], [-6.0413, -0.6373, -0.5699], [-6.0518, 0.7829, 0.2488], [-1.3719, 2.1818, -1.8269], [-2.2714, 3.4731, -2.2843], [-3.5698, 3.7914, -1.3351], [-1.3716, 4.6675, -2.1601], [2.8299, -1.0285, -0.4234], [-0.7530, -1.1106, -3.3906], [-1.4268, -2.2134, -1.9185], [-3.8618, -0.9787, -3.5727], [-3.4484, 0.7516, -4.3136], [-5.2551, 1.6893, -2.2674], [-5.8355, 0.9604, -3.9054], [-7.3419, -0.3203, -2.4314], [-5.9377, -1.5531, -2.7102], [-5.1217, -1.3375, -0.3294], [-6.9997, -1.2444, -0.1981], [-5.2226, 1.5533, -0.0924], [-5.8147, 0.5641, 1.3983], [-7.1238, 1.2556, 0.1188], [-0.3675, 2.0504, -2.4499], [-1.0366, 2.3708, -0.7021], [-2.5413, 3.3816, -3.4198], [-4.5290, 3.7440, -2.0201], [-3.4928, 4.9275, -0.9792], [-3.6421, 3.1545, -0.3561], [-1.3140, 4.8829, -1.1662], [-0.9337, 0.7884, 6.8375], [-0.0110, 1.0270, 5.6524], [-0.6613, 1.8362, 4.5281], [-1.8821, 1.1846, 3.8679], [-1.6402, -0.1998, 3.2601], [-0.6223, -0.1935, 2.1302], [-1.8043, 0.1876, 6.5566], [-0.4002, 0.2495, 7.6270], [-1.2874, 1.7364, 7.2549], [0.3558, 0.0674, 5.2726], [0.8722, 1.5744, 6.0061], [0.0959, 2.0469, 3.7647], [-0.9663, 2.8130, 4.9250], [-2.2483, 1.8569, 3.0820], [-2.6939, 1.1087, 4.5998], [-2.5926, -0.5756, 2.8669], [-1.3268, -0.9088, 4.0336], [-0.9314, 0.4850, 1.3297], [-0.5278, -1.1978, 1.7043], [0.3678, 0.1116, 2.4806], [8.4557, -2.1620, -3.3464], [8.1285, -3.0841, -2.1821], [6.6362, -3.3985, -2.0557], [5.7291, -2.1925, -1.7846], [6.0643, -1.3873, -0.5260], [5.9314, -2.1912, 0.7580], [7.9935, -1.1776, -3.2239], [9.5381, -2.0134, -3.4157], [8.1120, -2.5904, -4.2932], [8.5102, -2.6511, -1.2514], [8.6697, -4.0281, -2.3256], [6.5005, -4.1413, -1.2618], [6.2963, -3.8826, -2.9803], [4.6943, -2.5496, -1.7108], [5.7528, -1.5184, -2.6481], [5.3812, -0.5312, -0.4716], [7.0743, -0.9697, -0.5957], [4.9192, -2.5921, 0.8650], [6.1352, -1.5525, 1.6238], [6.6395, -3.0243, 0.7878]],
  "mulliken_charge": [-0.3787, -0.0641, -0.1966, -0.3465, -0.3169, -0.4744, -0.0764, -0.6620, -0.3390, -0.5661, -0.3318, 0.3466, -0.7969, -0.6034, -0.0353, 0.2691, 0.2235, 0.2006, 0.2882, -0.2015, 0.2863, 0.2984, 0.2374, 0.1489, 0.3271, -0.1214, 0.2502, 0.2967, 0.2457, 0.0386, 0.2087, 0.1336, 0.4563, -0.0270, 0.3161, -1.1834, -0.3705, -0.6992, -0.6495, -0.4891, -0.8905, 0.2794, 0.3782, 0.2792, 0.2417, 0.3700, 0.3127, 0.3866, 0.2762, 0.3239, 0.3188, 0.3399, -0.0465, 0.3962, 0.3718, -1.1768, -0.3505, -0.7996, -0.5445, -0.5415, -1.2209, 0.2824, 0.3719, 0.2868, 0.2299, 0.3483, 0.3247, 0.3774, 0.3595, 0.3258, 0.4006, 0.3601, 0.2931, 0.3663, 0.3274],
  "fmax_ha_per_bohr": 0.1781,
  "energy_ha": -1323.13477,
  "charge": -1
}


{
  "formula": "C23H49BNO2",
  "method": "ωB97M-V with the def2-TZVPD basis set",
  "elements": ["C", "C", "C", "C", "C", "C", "C", "C", "C", "C", "C", "C", "C", "C", "C", "C", "N", "C", "C", "C", "B", "O", "O", "C", "C", "C", "C", "H", "H", "H", "H", "H", "H", "H", "H", "H", "H", "H", "H", "H", "H", "H", "H", "H", "H", "H", "H", "H", "H", "H", "H", "H", "H", "H", "H", "H", "H", "H", "H", "H", "H", "H", "H", "H", "H", "H", "H", "H", "H", "H", "H", "H", "H", "H", "H", "H"],
  "xyz": [[-5.1117, -4.5872, 0.7611], [-3.7437, -3.8464, 0.1833], [-4.0886, -2.4677, -0.6860], [-2.6462, -1.6368, -0.7863], [-2.4667, -0.8215, -2.2089], [-0.8800, -0.9956, -2.6415], [-0.3237, 0.2624, -3.5347], [1.1995, 0.6307, -3.0183], [1.6028, 2.2039, -3.3731], [1.4564, 3.2220, -2.0804], [-0.1334, 3.6332, -1.7626], [-0.7252, 2.6112, -0.5780], [-1.0956, 3.4654, 0.8121], [-2.0438, 2.6573, 1.8442], [-1.4282, 2.1851, 3.2637], [0.1679, 2.3640, 3.5054], [1.0837, 1.3761, 2.8438], [2.1018, 2.1257, 1.9582], [3.4330, 1.1547, 1.6769], [3.0763, -0.4435, 1.6235], [3.9221, -1.1839, 0.3809], [4.1353, -0.4435, -0.9128], [4.4605, -2.5564, 0.4351], [3.4250, -3.5575, 0.7319], [2.4255, -3.9195, -0.5161], [1.4996, -0.8022, 1.3705], [0.4350, 0.2339, 2.1087], [-4.7437, -5.4581, 1.4656], [-5.7506, -3.8081, 1.3909], [-5.7450, -5.0588, -0.1089], [-3.0420, -3.5481, 1.0930], [-3.1398, -4.5504, -0.5662], [-4.4716, -2.7216, -1.7641], [-4.8248, -1.7873, -0.0685], [-2.4607, -0.9289, 0.1319], [-1.8099, -2.4707, -0.7684], [-3.1672, -1.2303, -3.0552], [-2.7104, 0.3087, -2.0039], [-0.7453, -1.9766, -3.2771], [-0.2239, -1.0946, -1.6578], [-1.0797, 1.1800, -3.4304], [-0.2485, -0.0479, -4.6775], [1.9372, -0.1490, -3.5385], [1.3383, 0.5006, -1.8506], [1.0069, 2.6448, -4.2787], [2.7582, 2.1658, -3.6697], [1.9754, 2.6835, -1.1756], [2.0966, 4.1832, -2.3105], [-0.2188, 4.7674, -1.4510], [-0.7151, 3.3772, -2.7566], [0.1127, 1.8120, -0.4153], [-1.6842, 2.0437, -1.0062], [-1.7346, 4.3923, 0.4103], [-0.1094, 3.9253, 1.2311], [-2.4444, 1.6846, 1.2797], [-3.0297, 3.2892, 2.0758], [-1.9659, 2.8431, 4.1046], [-1.8339, 1.0808, 3.4722], [0.3449, 2.2603, 4.6822], [0.5370, 3.4722, 3.2586], [1.6849, 0.9376, 3.6055], [1.6278, 2.5386, 0.9715], [2.5502, 3.0772, 2.5234], [4.1426, 1.3291, 2.6207], [3.9850, 1.5760, 0.7331], [3.4113, -1.0257, 2.6100], [3.3809, -0.7543, -1.4994], [2.8761, -3.2554, 1.7320], [4.0075, -4.5671, 0.9911], [2.7842, -4.8746, -1.1359], [1.3373, -4.1146, -0.0683], [2.2917, -3.0641, -1.3100], [1.3147, -0.7024, 0.1963], [1.1781, -1.8907, 1.6536], [-0.3418, 0.5303, 1.2865], [-0.1764, -0.3879, 2.9238]],
  "mulliken_charge": [-0.9462, -0.4023, -0.4722, -0.1851, -0.4864, 0.0941, -0.6862, 0.6536, -0.9480, -0.0103, -0.7713, 1.1756, -0.6594, -0.5037, -0.6075, -0.5576, 0.1651, -0.2775, -0.9391, 0.0324, 0.3328, -0.5217, -0.4783, -0.1197, -0.5857, 0.1556, -0.2033, 0.2981, 0.2610, 0.2686, 0.2075, 0.2660, 0.2928, 0.2632, -0.0268, 0.0924, 0.3550, 0.1767, 0.3553, -0.3458, 0.1815, 0.3564, 0.5397, -0.8390, 0.3188, 0.3027, -0.2387, 0.3844, 0.3582, 0.3103, -0.7422, -0.1459, 0.4263, 0.3062, 0.0880, 0.4248, 0.3731, 0.2128, 0.3324, 0.3477, 0.4914, -0.0544, 0.4235, 0.2955, 0.3683, 0.1636, 0.3171, 0.1527, 0.2958, 0.3275, 0.1902, 0.0967, -0.4790, 0.3221, -0.4756, 0.5554],
  "smiles": "CCCCCCCCCCCCCCCC[N@H+]1CC[C@@H](B(O)OCC)CC1",
  "e_above_lowest_ev": 8.901,
  "fmax_ha_per_bohr": 0.0707,
  "energy_ha": -1135.28512,
  "charge": 1
}


{
  "formula": "C23H49ClN7O7",
  "method": "ωB97M-V with the def2-TZVPD basis set",
  "elements": ["C", "C", "Cl", "C", "C", "C", "N", "C", "C", "O", "C", "N", "O", "H", "H", "H", "H", "H", "H", "H", "H", "H", "H", "H", "H", "H", "H", "C", "C", "O", "N", "C", "H", "H", "H", "H", "H", "H", "H", "C", "C", "O", "N", "C", "H", "H", "H", "H", "H", "H", "H", "C", "C", "O", "N", "C", "H", "H", "H", "H", "H", "H", "H", "C", "C", "O", "N", "C", "H", "H", "H", "H", "H", "H", "H", "C", "C", "O", "N", "C", "H", "H", "H", "H", "H", "H", "H"],
  "xyz": [[6.2830, -0.9758, -3.7518], [6.3438, -1.8011, -5.0456], [7.4540, -1.0431, -6.2530], [4.9767, -2.0531, -5.7442], [3.8874, -1.1181, -5.3437], [2.8437, -1.3838, -4.5259], [2.0565, -0.2615, -4.4545], [0.8193, -0.2609, -3.6593], [-0.2614, 0.5936, -4.3260], [-0.4375, 0.1560, -5.6648], [2.5900, 0.6914, -5.1943], [3.6811, 0.1777, -5.7338], [4.4567, 0.8872, -6.5997], [6.5585, 0.0610, -3.9646], [7.0706, -1.3532, -3.0917], [5.3479, -1.0819, -3.2001], [6.7708, -2.7780, -4.8204], [4.6301, -3.0692, -5.5373], [5.1143, -2.0084, -6.8286], [2.6386, -2.3212, -4.0341], [0.4458, -1.2881, -3.6752], [0.9850, -0.0008, -2.6068], [-1.2083, 0.4433, -3.7984], [-0.0103, 1.6604, -4.3401], [-1.1809, -0.4726, -5.6652], [2.1756, 1.6767, -5.3309], [5.3574, 0.9490, -6.2382], [0.3168, 1.9515, 1.1465], [1.2112, 1.0838, 0.3025], [0.8871, -0.0477, -0.0386], [2.4132, 1.5969, -0.0784], [2.9685, 2.9046, 0.2255], [-0.5950, 1.4081, 1.3708], [0.8058, 2.2002, 2.0880], [0.0560, 2.8643, 0.6061], [2.9621, 0.9629, -0.6367], [3.1679, 3.4358, -0.7072], [3.9096, 2.7777, 0.7623], [2.2894, 3.4931, 0.8320], [-1.6710, -1.1891, 3.4120], [-1.6779, 0.1231, 4.1593], [-0.7531, 0.9334, 4.0488], [-2.7263, 0.3840, 4.9528], [-3.8952, -0.4429, 5.1922], [-0.7630, -1.2516, 2.8168], [-1.6869, -2.0255, 4.1119], [-2.5302, -1.2496, 2.7432], [-2.6644, 1.2715, 5.4243], [-4.7806, 0.1217, 4.8956], [-3.9562, -0.6655, 6.2541], [-3.8540, -1.3701, 4.6304], [-5.9997, 3.8713, 4.2982], [-5.0696, 3.0370, 3.4511], [-5.3760, 1.9234, 3.0554], [-3.8570, 3.5656, 3.1363], [-3.3132, 4.8577, 3.5089], [-6.9180, 3.3153, 4.4622], [-5.5450, 4.0854, 5.2664], [-6.2445, 4.8046, 3.7896], [-3.2883, 2.9531, 2.5725], [-3.0812, 5.4235, 2.6045], [-2.3906, 4.7076, 4.0727], [-4.0123, 5.4253, 4.1137], [0.0200, -0.2030, 7.6402], [-1.3400, -0.0992, 8.2866], [-2.3631, 0.0071, 7.6239], [-1.3998, -0.1265, 9.6417], [-0.3063, -0.2456, 10.5889], [-0.0983, -0.1642, 6.5602], [0.6525, 0.6302, 7.9488], [0.4962, -1.1481, 7.9057], [-2.3381, -0.0526, 10.0028], [-0.4579, -1.1369, 11.1998], [-0.3024, 0.6282, 11.2423], [0.6512, -0.3178, 10.0849], [-0.1340, -3.3501, -6.4234], [-1.6264, -3.1416, -6.3375], [-2.1171, -2.1466, -5.8078], [-2.4254, -4.0887, -6.8646], [-2.0447, -5.3250, -7.5267], [0.3663, -2.5035, -5.9592], [0.1534, -4.2604, -5.8951], [0.1826, -3.4100, -7.4651], [-3.4086, -3.8815, -6.7705], [-2.4457, -5.3232, -8.5405], [-2.4742, -6.1666, -6.9827], [-0.9672, -5.4403, -7.5695]],
  "mulliken_charge": [-1.0836, 0.2058, -0.1526, -1.2891, 0.1019, -0.6540, 0.3577, -0.2179, -0.6801, -0.4982, -0.1493, 0.4947, -0.4025, 0.2977, 0.3952, 0.2048, 0.3781, 0.3935, 0.4195, 0.5841, 0.3273, 0.0519, 0.4074, 0.3239, 0.3589, 0.4586, 0.3820, -1.3359, 0.9633, -0.7050, -0.0925, -0.8644, 0.1830, 0.4151, 0.3780, 0.1664, 0.2772, 0.3018, 0.3246, -1.6498, 0.7816, -0.6796, 0.1800, -0.8759, 0.3347, 0.4365, 0.3948, 0.2487, 0.2343, 0.2775, 0.3500, -1.4108, 0.9056, -0.6493, -0.0626, -0.9047, 0.3236, 0.3463, 0.3998, 0.1245, 0.2996, 0.2827, 0.3632, -1.0199, 0.7532, -0.5945, -0.2096, -0.8616, 0.0315, 0.3600, 0.3631, 0.2459, 0.2850, 0.2852, 0.3323, -0.6547, 0.7938, -0.7455, -0.1978, -0.8426, -0.3903, 0.3980, 0.4308, 0.2510, 0.2922, 0.2918, 0.3244],
  "fmax_ha_per_bohr": 0.0267,
  "energy_ha": -2275.75199,
  "charge": 1
}